ORCA calculation (ωB97M-V with the def2-TZVPD basis set) on a 2-piece molecular cluster, C4H6O2 overall.

The gap between HOMO and LUMO is 0.3821 Eh. As for the molar mass: 86.09 g mol⁻¹. The SMILES is C=C=C1CO1.O. The calculation puts the energy above the lowest of the compared OMol25 structures with the same formula, charge and spin at 3.830 eV. The value obtained for the total energy is -8336.63089 eV. As for the highest occupied orbital energy: -9.51 eV.

```
! wB97M-V def2-TZVPD RIJCOSX def2/J DEFGRID3
* xyz 0 1
C -1.56 -1.69 -0.54
C -0.46 -0.98 -0.44
C 0.61 -0.28 -0.33
C 1.92 0.09 0.15
O 1.11 0.93 -0.74
H -1.71 -2.42 -1.33
H -2.37 -1.57 0.18
H 2.02 0.49 1.16
H 2.81 -0.32 -0.31
O -0.79 2.11 1.09
H -0.12 2.10 0.39
H -1.48 1.54 0.73
*
```

***

ORCA calculation (ωB97M-V with the def2-TZVPD basis set) on an isolated molecule of C22H20N2O8 in a non-equilibrium geometry.

The gap between HOMO and LUMO is 0.3129 Eh. As for the molar mass: 440.41 g mol⁻¹. The SMILES is O=C1c2ccccc2C(=O)N1OCCOCCOCCON1C(=O)c2ccccc2C1=O. The calculation puts the energy above the lowest of the compared OMol25 structures with the same formula, charge and spin at 2.929 eV. The value obtained for the total energy is -42495.98731 eV. As for the highest occupied orbital energy: -9.22 eV.

```
! wB97M-V def2-TZVPD RIJCOSX def2/J DEFGRID3
* xyz 0 1
O 3.58 1.32 -1.83
C 2.45 1.47 -1.45
C 1.87 2.49 -0.54
C 2.48 3.53 0.14
C 1.67 4.32 0.95
C 0.32 4.08 1.07
C -0.30 3.04 0.39
C 0.50 2.25 -0.42
C 0.15 1.06 -1.24
O -0.91 0.51 -1.37
N 1.36 0.67 -1.81
O 1.47 -0.38 -2.70
C 1.51 -1.66 -2.09
C 2.76 -1.88 -1.22
O 2.75 -3.17 -0.63
C 2.04 -3.27 0.58
C 2.84 -2.75 1.79
O 2.87 -1.34 1.94
C 1.88 -0.74 2.72
C 0.66 -0.24 1.92
O -0.37 -1.22 2.02
N -1.48 -0.92 1.26
C -1.81 -1.65 0.11
O -1.16 -2.55 -0.33
C -3.07 -1.04 -0.36
C -3.86 -1.36 -1.44
C -4.99 -0.58 -1.67
C -5.31 0.48 -0.83
C -4.50 0.81 0.25
C -3.39 0.03 0.48
C -2.34 0.14 1.52
O -2.20 0.96 2.39
H 3.53 3.71 0.04
H 2.12 5.14 1.50
H -0.28 4.72 1.72
H -1.35 2.84 0.49
H 0.60 -1.85 -1.52
H 1.52 -2.34 -2.94
H 3.65 -1.84 -1.85
H 2.85 -1.11 -0.45
H 1.88 -4.34 0.72
H 1.06 -2.79 0.53
H 3.88 -3.05 1.66
H 2.44 -3.20 2.71
H 1.52 -1.42 3.51
H 2.36 0.13 3.18
H 0.95 -0.10 0.88
H 0.30 0.71 2.33
H -3.60 -2.18 -2.09
H -5.63 -0.80 -2.51
H -6.19 1.07 -1.04
H -4.74 1.64 0.90
*
```

***

ORCA calculation (ωB97M-V with the def2-TZVPD basis set) on C29H27Br4NO2ReTe as an isolated structure.

The gap between HOMO and LUMO (alpha / beta) is 0.2268 / 0.2015 Eh. As for the molar mass: 1054.96 g mol⁻¹. The calculation puts the energy above the lowest of the compared OMol25 structures with the same formula, charge and spin at 0.410 eV. The value obtained for the total energy is -325673.89611 eV. As for the highest occupied orbital energy (alpha / beta): -13.43 / -13.47 eV.

```
! wB97M-V def2-TZVPD RIJCOSX def2/J DEFGRID3
* xyz 2 4
Re -0.91 -0.02 -0.02
C 1.14 4.68 1.36
C 1.01 3.68 0.20
C 1.41 4.35 -1.11
C -0.38 3.11 0.20
C -1.40 3.60 -0.63
C -2.70 3.15 -0.54
C -3.08 2.17 0.39
C -4.50 1.71 0.51
C -2.08 1.67 1.23
C -0.74 2.12 1.12
H 2.15 5.07 1.41
H 0.91 4.22 2.32
H 0.46 5.52 1.22
H 1.71 2.86 0.40
H 0.89 5.31 -1.25
H 1.20 3.75 -2.00
H 2.48 4.57 -1.11
H -1.16 4.37 -1.36
H -3.45 3.56 -1.20
H -4.57 0.62 0.47
H -5.12 2.11 -0.29
H -4.93 2.03 1.46
H -2.37 1.05 2.07
H -0.01 1.84 1.88
Br -4.43 -1.01 -5.93
C -3.47 -1.25 -4.36
C -3.19 -2.59 -3.89
Br -3.78 -4.04 -4.87
C -2.48 -2.80 -2.72
Br -2.06 -4.49 -2.02
C -2.06 -1.69 -2.00
O -1.38 -1.76 -0.86
C -2.31 -0.37 -2.47
O -1.83 0.58 -1.72
C -3.04 -0.16 -3.66
Br -3.33 1.62 -4.16
C 1.74 -1.09 2.63
Te -0.38 -1.24 2.37
C -0.02 -3.30 1.97
C 1.28 -3.56 2.69
C 1.64 -4.86 3.04
C 2.83 -5.10 3.70
C 3.67 -4.04 4.03
C 3.32 -2.74 3.69
C 2.13 -2.50 3.01
H 1.95 -0.35 3.40
H 2.17 -0.76 1.68
H 0.03 -3.44 0.89
H -0.86 -3.87 2.35
H 0.98 -5.68 2.81
H 3.10 -6.11 3.98
H 4.60 -4.22 4.56
H 3.97 -1.92 3.96
C 3.32 -0.51 -2.29
C 2.80 -1.56 -1.55
C 1.61 -1.40 -0.89
N 0.94 -0.23 -0.92
C 1.43 0.79 -1.65
C 2.62 0.68 -2.34
H 4.26 -0.62 -2.82
H 3.31 -2.52 -1.49
H 1.16 -2.19 -0.32
H 0.84 1.69 -1.68
H 2.98 1.53 -2.91
*
```